Computed, not measured: a molecular structure, C29H46P2PtS, with wB97M-V/def2-TZVPD.

Output
**Kohn-Sham gap (alpha / beta)**: 4.991 / 5.937 eV
**<S²>**: 6.06
**Multiplicity**: 5
**E_tot**: -63457.310 eV
**ΔE to the lowest compared entry with this formula, charge and spin**: 2.5 kcal/mol
**Charge**: +2

XYZ file:
```
79
C29H46P2PtS wB97M-V/def2-TZVPD
Pt -0.407 2.294 -0.010
C 1.572 0.326 -0.883
C 1.440 1.329 0.244
C 1.165 -0.916 1.018
C 1.348 -0.962 -0.408
C 1.296 0.387 1.452
C 2.100 0.620 -2.230
H 2.319 1.684 -2.368
H 1.401 0.311 -3.023
H 3.037 0.048 -2.380
C 1.404 -2.226 -1.190
H 1.740 -2.041 -2.221
H 0.407 -2.694 -1.245
H 2.088 -2.947 -0.704
C 0.939 -2.126 1.849
H 1.701 -2.893 1.657
H -0.043 -2.567 1.623
H 0.963 -1.873 2.913
C 1.445 0.800 2.859
H 2.383 0.392 3.276
H 0.630 0.402 3.487
H 1.491 1.889 2.968
C 2.536 2.336 0.372
H 3.473 1.788 0.529
H 2.329 2.994 1.224
H 2.595 2.917 -0.551
C -3.773 3.913 -2.821
C -2.751 4.745 -3.143
C -2.460 6.084 -2.575
C -2.873 6.252 -1.084
C -2.518 5.099 -0.260
C -3.509 4.241 0.305
C -4.914 4.182 -0.473
C -5.009 4.275 -1.995
H -2.907 6.896 -3.176
H -3.924 6.561 -0.990
H -1.373 6.243 -2.629
H -5.403 5.276 -2.257
H -3.893 2.980 -3.411
H -2.174 4.504 -4.045
H -5.795 3.569 -2.328
H -5.490 3.322 -0.103
H -3.837 4.608 1.297
H -5.452 5.051 -0.071
H -2.299 7.101 -0.686
H -1.471 5.024 0.053
P -1.292 1.445 -1.896
C -1.761 -0.081 -2.734
C -0.602 2.511 -3.216
P -2.518 2.701 0.828
C -2.777 1.953 -1.038
C -1.996 3.548 2.438
C -3.164 1.258 1.682
H -1.776 -0.908 -2.010
H -1.080 -0.324 -3.561
H -2.781 0.064 -3.128
H -0.917 3.556 -3.099
H -0.944 2.110 -4.185
H 0.496 2.477 -3.148
H -4.215 1.385 1.958
H -2.559 1.127 2.588
H -3.044 0.372 1.054
H -3.472 1.119 -0.944
H -3.177 2.834 -1.546
H -1.509 2.794 3.064
H -2.901 3.913 2.956
H -1.275 4.350 2.222
S -2.229 -1.975 0.142
C -2.565 -3.337 -0.776
C -1.846 -4.541 -0.543
C -2.128 -5.681 -1.278
C -3.112 -5.665 -2.274
C -3.838 -4.487 -2.515
C -3.571 -3.331 -1.788
H -1.065 -4.523 0.210
H -1.575 -6.593 -1.071
H -3.332 -6.564 -2.849
H -4.619 -4.471 -3.280
H -4.106 -2.400 -1.992
```

These are the Löwdin partial charges, in e, on atoms 1 to 8: 0.805 -0.199 -0.455 -0.171 -0.171 -0.154 -0.023 0.082



Computed, not measured: 8 unconnected molecules or ions with the total composition C29H47N3O10, with wB97M-V/def2-TZVPD.

Output
**Kohn-Sham gap**: 8.794 eV
**SMILES string**: C[N+](=O)[O-].C[N+](=O)[O-].C[N+](=O)[O-].c1ccccc1.c1ccccc1.c1ccccc1.COCCOC.COCCOC
**E_tot**: -55766.585 eV
**ΔE to the lowest compared entry with this formula, charge and spin**: 42.5 kcal/mol

XYZ file:
```
89
C29H47N3O10 wB97M-V/def2-TZVPD
C 4.346 -1.234 -1.417
N 5.188 -0.034 -1.125
O 5.401 0.764 -2.036
O 5.394 0.237 0.085
H 4.746 -1.686 -2.325
H 3.366 -0.803 -1.622
H 4.481 -1.925 -0.585
C -0.398 1.209 4.546
N 0.999 1.042 5.086
O 1.147 1.304 6.292
O 1.925 0.832 4.319
H -1.015 0.596 5.202
H -0.544 0.803 3.545
H -0.690 2.258 4.599
C 1.207 -5.510 0.221
N 2.088 -4.727 -0.685
O 2.854 -3.924 -0.226
O 1.806 -4.819 -1.896
H 1.236 -5.175 1.258
H 1.656 -6.502 0.272
H 0.211 -5.533 -0.220
C -2.357 -2.187 1.336
O -1.156 -2.815 1.868
C -1.015 -2.635 3.222
C 0.359 -2.974 3.795
O 0.666 -2.203 4.987
C 2.000 -2.315 5.360
H -2.018 -1.187 1.067
H -3.339 -2.217 1.808
H -2.447 -2.661 0.359
H -1.610 -3.352 3.786
H -1.134 -1.562 3.374
H 1.101 -2.645 3.068
H 0.531 -4.051 3.805
H 2.095 -3.233 5.941
H 2.185 -1.638 6.194
H 2.681 -2.100 4.537
C -3.341 1.126 -5.110
O -2.434 0.792 -6.187
C -1.140 0.411 -5.761
C -1.182 -0.861 -4.860
O -1.764 -2.058 -5.421
C -2.680 -2.813 -4.648
H -3.925 0.286 -4.735
H -4.179 1.716 -5.480
H -2.857 1.573 -4.241
H -0.641 1.296 -5.365
H -0.585 0.056 -6.630
H -1.680 -0.735 -3.899
H -0.175 -1.078 -4.504
H -2.875 -3.772 -5.127
H -3.672 -2.364 -4.585
H -2.418 -2.960 -3.600
C -2.462 4.154 3.853
C -2.367 3.345 2.657
C -2.921 2.100 2.602
C -3.578 1.548 3.621
C -3.697 2.255 4.774
C -3.162 3.532 4.935
H -1.924 5.080 3.990
H -1.891 3.788 1.794
H -3.029 1.531 1.690
H -4.097 0.614 3.469
H -4.091 1.669 5.591
H -3.243 4.017 5.897
C 1.256 3.865 -4.131
C 1.552 2.690 -3.534
C 2.746 2.560 -2.691
C 3.598 3.672 -2.713
C 3.215 4.911 -3.250
C 2.033 4.984 -3.937
H 0.434 4.018 -4.815
H 0.932 1.817 -3.677
H 3.055 1.602 -2.300
H 4.501 3.560 -2.132
H 3.843 5.745 -2.973
H 1.815 5.924 -4.422
C 0.866 -0.157 0.919
C 0.643 -1.051 -0.148
C -0.152 -0.622 -1.201
C -0.607 0.667 -1.261
C -0.539 1.494 -0.140
C 0.232 1.119 0.924
H 1.497 -0.544 1.706
H 1.188 -1.976 -0.029
H -0.310 -1.257 -2.060
H -1.111 1.022 -2.147
H -1.033 2.453 -0.194
H 0.411 1.858 1.692
```

These are the Löwdin partial charges, in e, on atoms 1 to 8: 0.045 -0.408 0.036 0.036 0.101 0.090 0.085 0.035